This record from OMol25 describes a molecular structure, C3H9N4 in a non-equilibrium geometry. The level of theory is ωB97M-V with the def2-TZVPD basis set.

Cartesian coordinates (Å):
C (0.7951, -0.6487, -1.1678)
C (0.3861, -1.2972, 0.1616)
C (-1.4720, 0.2666, 0.9709)
N (1.1320, 0.7411, -0.7336)
N (-1.3556, 1.5361, 0.2070)
N (-0.0926, -0.1430, 0.9794)
N (0.3928, 1.0338, 0.3238)
H (1.6927, -1.0496, -1.5163)
H (0.0567, -0.7415, -1.9670)
H (-0.2655, -2.2150, 0.2291)
H (1.1976, -1.6181, 0.7985)
H (-1.9398, 0.5312, 1.9286)
H (-2.1237, -0.5123, 0.4884)
H (2.1422, 0.9808, -0.8842)
H (-1.4166, 1.4188, -0.7968)
H (0.8707, 1.7170, 0.9783)

## Properties
frontier orbital gap	9.41	eV
total charge	+1
relative energy (zero: lowest compared OMol25 entry of this formula, charge and spin)	6.053	eV
multiplicity	1
E	-338.29839	a.u.


This record from OMol25 describes a single C4H3N3 molecule. The level of theory is ωB97M-V with the def2-TZVPD basis set.

Cartesian coordinates (Å):
C (2.4038, -0.0040, -0.1751)
C (1.3169, -0.1717, 0.3124)
C (-0.0930, -0.0383, 0.3624)
C (-0.7884, 1.0775, -0.0336)
N (-2.0652, 0.7212, -0.2998)
N (-2.2035, -0.5503, -0.0782)
N (-1.0213, -1.0214, 0.3265)
H (3.2629, 0.1851, -0.7712)
H (-0.3872, 2.0711, -0.1710)
H (-0.9149, -2.0020, 0.5423)

## Properties
frontier orbital gap	10.07	eV
total charge	0
relative energy (zero: lowest compared OMol25 entry of this formula, charge and spin)	2.835	eV
multiplicity	1
SMILES	C#Cc1cnn[nH]1
E	-318.38055	a.u.


This record from OMol25 describes a single C19H24N2O2 molecule. The level of theory is ωB97M-V with the def2-TZVPD basis set.

Cartesian coordinates (Å):
C (4.7136, 0.9877, 0.6509)
C (3.2363, 1.3537, 0.6157)
C (2.9991, 2.6577, -0.1518)
N (1.6100, 3.1087, -0.1872)
N (0.7701, 2.1636, -0.8041)
C (-0.0189, 1.3375, -0.1052)
O (-0.1142, 1.3689, 1.1075)
C (-0.7192, 0.2840, -0.9807)
C (0.1857, -0.9263, -0.7990)
C (1.0554, -1.3260, -1.8037)
C (1.9135, -2.3895, -1.5862)
C (1.9177, -3.0449, -0.3686)
C (1.0630, -2.6449, 0.6520)
C (0.1994, -1.5836, 0.4239)
H (-0.4600, -1.2445, 1.2088)
C (1.0563, -3.3496, 1.9739)
H (0.2563, -4.0903, 1.9971)
H (1.9993, -3.8628, 2.1471)
H (0.8812, -2.6431, 2.7819)
H (2.5966, -3.8695, -0.2048)
H (2.5883, -2.7016, -2.3701)
H (1.0651, -0.8021, -2.7483)
C (-2.1420, 0.0171, -0.5309)
C (-2.9148, 1.0354, 0.0031)
C (-4.2410, 0.8176, 0.3578)
C (-4.7914, -0.4391, 0.1514)
C (-4.0328, -1.4562, -0.4021)
C (-2.7133, -1.2325, -0.7469)
H (-2.1222, -2.0302, -1.1748)
H (-4.4723, -2.4294, -0.5654)
H (-5.8210, -0.6246, 0.4227)
C (-5.0470, 1.9354, 0.9455)
H (-4.5506, 2.3325, 1.8294)
H (-5.1453, 2.7484, 0.2268)
H (-6.0415, 1.5962, 1.2242)
H (-2.4799, 2.0113, 0.1575)
O (-0.7287, 0.7498, -2.3263)
H (-1.2638, 0.1368, -2.8434)
H (0.7746, 2.1423, -1.8129)
H (1.2593, 3.1960, 0.7693)
H (3.5707, 3.4707, 0.3018)
H (3.3295, 2.5449, -1.1891)
H (2.8562, 1.4643, 1.6339)
H (2.6737, 0.5448, 0.1424)
H (5.0989, 0.8613, -0.3587)
H (4.8597, 0.0566, 1.1925)
H (5.2904, 1.7679, 1.1430)

## Properties
frontier orbital gap	9.38	eV
total charge	0
relative energy (zero: lowest compared OMol25 entry of this formula, charge and spin)	0.890	eV
multiplicity	1
SMILES	CCCNNC(=O)C(O)(c1cccc(C)c1)c1cccc(C)c1
E	-998.40168	a.u.


This record from OMol25 describes a single C8H11NO molecule in a non-equilibrium geometry. The level of theory is ωB97M-V with the def2-TZVPD basis set.

Cartesian coordinates (Å):
C (1.0863, 0.3217, -0.5066)
C (0.2705, -0.9982, -0.7034)
C (-0.0659, -1.3930, 0.6977)
C (-1.3088, -0.3505, 0.9667)
C (-1.2945, 0.5795, -0.1812)
C (-1.1841, -0.4875, -1.1777)
C (0.0287, 1.2488, -0.2010)
C (0.4183, 2.5139, 0.0967)
H (4.0159, -0.3608, 0.2345)
H (0.4205, -1.9096, -1.5493)
H (-0.5633, -2.4520, 0.7849)
H (0.6119, -1.1623, 1.6397)
H (-2.2550, -1.0059, 0.8974)
H (-1.4331, -0.0410, 1.9978)
H (-2.3533, 1.0738, -0.2176)
H (-1.0222, -0.2204, -2.2574)
H (-1.8521, -1.2545, -1.2988)
H (1.2872, 2.8914, 0.5032)
H (-0.2734, 3.3327, 0.3988)
N (2.4013, 0.4286, -0.2178)
O (3.0651, -0.7546, 0.0934)

## Properties
frontier orbital gap	8.62	eV
total charge	0
relative energy (zero: lowest compared OMol25 entry of this formula, charge and spin)	6.307	eV
multiplicity	1
SMILES	C=C1/C(=N/O)[C@H]2CC[C@@H]1C2
E	-441.21582	a.u.


This record from OMol25 describes a single C4H7NO molecule in a non-equilibrium geometry. The level of theory is ωB97M-V with the def2-TZVPD basis set.

Cartesian coordinates (Å):
O (-1.8556, 0.1820, -0.4043)
C (-0.6440, 0.8706, -0.6999)
C (0.3061, 0.7324, 0.4906)
C (0.4128, -0.7605, 0.8325)
C (1.4105, -1.4424, 0.0044)
N (2.1933, -1.9511, -0.6795)
H (-2.1021, -0.3792, -1.1474)
H (-0.8769, 1.9226, -0.8947)
H (-0.1524, 0.4530, -1.5897)
H (-0.0858, 1.2788, 1.3550)
H (1.2861, 1.1670, 0.2538)
H (-0.5756, -1.1844, 0.6209)
H (0.6216, -0.9431, 1.8880)

## Properties
frontier orbital gap	11.59	eV
total charge	0
relative energy (zero: lowest compared OMol25 entry of this formula, charge and spin)	1.142	eV
multiplicity	1
SMILES	N#CCCCO
E	-286.58969	a.u.


This record from OMol25 describes a single C4H5N3 molecule in a non-equilibrium geometry. The level of theory is ωB97M-V with the def2-TZVPD basis set.

Cartesian coordinates (Å):
C (-0.4475, -0.2139, 0.3832)
C (0.3331, -0.8474, -0.5654)
C (0.8463, 0.2544, -1.3994)
C (0.3992, 1.4303, -0.9624)
H (-0.6376, -2.3757, 1.5501)
H (0.2995, -1.9108, -0.6129)
H (1.6419, 0.0916, -2.1376)
H (0.7386, 2.5107, -1.1823)
H (-0.6046, 1.8166, 1.0881)
N (-1.0422, -1.4759, 2.0867)
N (-1.0898, -0.4070, 1.5630)
N (-0.4367, 1.1271, 0.1888)

## Properties
frontier orbital gap	9.24	eV
total charge	0
relative energy (zero: lowest compared OMol25 entry of this formula, charge and spin)	3.696	eV
multiplicity	1
SMILES	[H]/N=N\c1ccc[nH]1
E	-319.57637	a.u.


This record from OMol25 describes a single C21H31N3O5S molecule. The level of theory is ωB97M-V with the def2-TZVPD basis set.

Cartesian coordinates (Å):
C (-0.4777, 1.6565, 4.3470)
C (0.8723, 1.0830, 4.0589)
C (1.7067, 1.7089, 3.1383)
C (2.9267, 1.1578, 2.8006)
C (3.3480, -0.0340, 3.3812)
C (2.5308, -0.6464, 4.3213)
C (1.3091, -0.0896, 4.6592)
H (0.6802, -0.5862, 5.3843)
H (2.8469, -1.5715, 4.7852)
C (4.5693, -0.7378, 2.8474)
N (4.1328, -1.5929, 1.7488)
C (3.9732, -1.0780, 0.5065)
O (4.5502, -0.0740, 0.1438)
C (3.0731, -1.8709, -0.4528)
C (2.4527, -0.8792, -1.4461)
C (1.4460, 0.0173, -0.7285)
N (0.4241, -0.7929, -0.0951)
S (-0.8869, 0.1011, 0.4022)
O (-0.5039, 1.3597, 0.9672)
O (-1.7258, -0.7549, 1.1868)
N (-1.5438, 0.4055, -1.0991)
C (-2.4140, 1.5608, -1.1725)
C (-2.6445, 1.9204, -2.6360)
H (-1.7031, 2.1701, -3.1233)
H (-3.3178, 2.7748, -2.7093)
C (-3.2594, 0.7205, -3.3776)
O (-4.5594, 0.4285, -2.9051)
C (-5.4827, 0.9713, -3.8202)
H (-5.7192, 2.0129, -3.5636)
C (-4.7257, 0.8912, -5.1476)
H (-4.8708, -0.0856, -5.6275)
O (-3.3778, 1.0445, -4.7572)
H (-4.9788, 1.6883, -5.8472)
H (-6.3890, 0.3676, -3.7900)
C (-2.3659, -0.5139, -3.1862)
C (-2.1325, -0.7702, -1.7015)
H (-1.4305, -1.5900, -1.5491)
H (-3.0846, -1.0184, -1.2141)
H (-1.4205, -0.3225, -3.6926)
H (-2.8501, -1.3772, -3.6429)
H (-1.9174, 2.3699, -0.6370)
H (-3.3809, 1.3492, -0.6936)
C (0.9583, -1.7063, 0.8951)
C (1.9357, -2.6576, 0.2063)
H (2.3006, -3.4038, 0.9144)
H (1.3972, -3.1934, -0.5784)
H (0.1081, -2.2430, 1.3181)
H (1.4547, -1.1504, 1.7032)
H (0.9309, 0.6720, -1.4316)
H (1.9579, 0.6393, 0.0168)
H (3.2377, -0.2564, -1.8741)
H (1.9497, -1.4252, -2.2450)
H (3.7270, -2.5627, -0.9976)
H (3.5502, -2.3657, 2.0279)
H (5.0490, -1.3609, 3.6049)
H (5.2887, -0.0271, 2.4384)
H (3.5560, 1.6368, 2.0647)
H (1.3745, 2.6177, 2.6614)
H (-0.3962, 2.6966, 4.6587)
H (-0.9907, 1.0923, 5.1217)
H (-1.0684, 1.6239, 3.4317)

## Properties
frontier orbital gap	9.36	eV
total charge	0
relative energy (zero: lowest compared OMol25 entry of this formula, charge and spin)	1.262	eV
multiplicity	1
SMILES	Cc1ccc(CNC(=O)C2CCN(S(=O)(=O)N3CCC4(CC3)OCCO4)CC2)cc1
E	-1757.49754	a.u.